## w
# C4H6OS

One molecule with the formula C4H6OS (ωB97M-V with the def2-TZVPD basis set, OMol25).

The geometry in XYZ format:
```
12
Properties=species:S:1:pos:R:3
C -1.567 0.449 -0.496
H -0.145 -0.251 2.417
H 0.229 1.305 0.772
S 1.645 0.139 -0.735
C 0.538 0.247 0.491
C -0.177 -0.102 -0.827
C -0.253 -0.577 1.348
O -1.639 -0.261 0.842
H -2.254 -0.027 -1.188
H -0.233 -1.215 -0.747
H -0.260 -1.668 1.183
H -1.801 1.613 -0.511
```

Output
- Structure (SMILES): C1OC[C@H]2S[C@H]12
- HOMO level: -0.340 Ha
- Total charge: 0
- Frontier orbital gap: 9.9135 eV

Mulliken atomic charge list, values in e, 8 entries: number 1, C, carries -0.2341; number 2, H, carries 0.2577; number 3, H, carries 0.2015; number 4, S, carries -0.1609; number 5, C, carries 0.1130; number 6, C, carries -0.2887; number 7, C, carries -0.4104; number 8, O, carries -0.4080



## x
# C4H6OS

C4H6OS as an isolated structure (ωB97M-V with the def2-TZVPD basis set, OMol25).

The geometry in XYZ format:
```
12
Properties=species:S:1:pos:R:3
S 2.788 0.017 -0.367
C 1.290 -1.087 0.020
C 0.481 0.135 0.022
H 1.191 -1.662 -0.874
H -1.299 -0.140 -1.023
C -1.029 0.374 -0.091
H 1.079 -1.692 0.973
H 1.364 2.194 0.023
C 1.404 1.192 -0.053
H -1.700 -0.008 0.608
H -1.097 1.491 -0.004
O 3.699 -0.059 0.772
```

Output
- HOMO level: -0.326 Ha
- Total charge: 0
- Frontier orbital gap: 9.6207 eV

Mulliken atomic charge list, values in e, 8 entries: number 1, S, carries 0.3398; number 2, C, carries -0.4453; number 3, C, carries 0.2732; number 4, H, carries 0.2956; number 5, H, carries 0.2518; number 6, C, carries -0.9982; number 7, H, carries 0.2936; number 8, H, carries 0.5414



Name the most stable of them. x.